{
  "formula": "C68H50CdCl2N6O2P2S2",
  "method": "wB97M-V/def2-TZVPD",
  "elements": ["Cd", "C", "P", "C", "C", "C", "C", "C", "C", "C", "C", "C", "C", "C", "C", "C", "C", "C", "C", "C", "P", "C", "C", "C", "C", "C", "C", "C", "C", "C", "C", "C", "C", "N", "H", "H", "H", "H", "H", "H", "H", "H", "H", "H", "H", "H", "H", "H", "H", "H", "H", "H", "H", "H", "H", "H", "H", "H", "H", "H", "Cl", "C", "C", "C", "Cl", "C", "O", "C", "C", "O", "C", "H", "H", "H", "S", "C", "C", "C", "C", "C", "C", "N", "C", "C", "C", "C", "C", "C", "C", "C", "N", "C", "C", "C", "C", "C", "S", "C", "H", "H", "H", "H", "H", "H", "H", "H", "H", "H", "H", "H", "C", "C", "N", "C", "C", "C", "C", "C", "C", "C", "C", "N", "C", "N", "H", "H", "H", "H", "H", "H", "H", "H", "H"],
  "positions_angstrom": [[-0.36372, 0.25479, 0.14972], [-2.57449, -2.14999, 0.90232], [-2.92661, -0.34632, 0.75350], [-3.24785, 0.19597, 2.46130], [-3.42282, 1.56582, 2.66416], [-3.64278, 2.07102, 3.93725], [-3.65811, 1.21123, 5.02770], [-3.43788, -0.14669, 4.83960], [-3.23165, -0.65595, 3.56364], [-4.57056, -0.33421, -0.06841], [-5.61124, 0.50476, 0.33226], [-6.78183, 0.58978, -0.41166], [-6.93676, -0.15895, -1.56934], [-5.91794, -1.01247, -1.96925], [-4.74723, -1.09708, -1.22802], [-1.25080, -2.36667, 1.59047], [-0.82898, -3.44380, 2.34390], [0.47934, -3.12836, 2.79717], [0.78260, -1.87526, 2.29652], [2.04476, -1.06864, 2.52314], [1.74287, 0.72383, 2.15421], [3.04044, 1.05578, 0.84131], [2.69745, 0.16055, -0.37023], [3.84806, -0.11097, -1.28767], [5.10108, 0.15102, -0.92249], [5.42920, 0.75666, 0.37998], [4.47731, 1.17982, 1.21210], [2.39643, 1.58078, 3.64034], [3.50002, 1.14202, 4.37694], [3.94981, 1.86637, 5.47148], [3.30133, 3.03703, 5.84917], [2.19256, 3.47154, 5.14011], [1.74049, 2.74367, 4.04523], [-0.27667, -1.40880, 1.55782], [-2.55965, -2.55802, -0.11260], [-3.38486, -2.64348, 1.43796], [-3.34669, 2.24094, 1.81948], [-3.77725, 3.13725, 4.07982], [-3.82618, 1.60135, 6.02465], [-3.41453, -0.81544, 5.69179], [-3.03289, -1.71320, 3.43932], [-5.51729, 1.08891, 1.23769], [-7.57604, 1.25039, -0.08312], [-7.84593, -0.08205, -2.15375], [-6.03062, -1.61532, -2.86352], [-3.96232, -1.76679, -1.56287], [-1.39869, -4.33881, 2.55729], [1.11669, -3.73240, 3.43078], [2.87734, -1.43443, 1.91223], [2.34329, -1.17282, 3.56348], [2.15137, -0.76600, -0.17772], [3.61267, -0.55483, -2.25122], [5.92043, -0.07878, -1.59408], [6.47641, 0.87306, 0.63594], [4.73334, 1.67682, 2.14005], [4.01435, 0.22978, 4.09747], [4.81018, 1.51872, 6.03122], [3.66109, 3.60640, 6.69761], [1.67566, 4.37728, 5.43484], [0.87243, 3.08098, 3.48784], [2.94126, 6.78946, 2.09493], [1.91570, 5.48874, 1.55006], [0.54305, 5.56911, 1.72486], [-0.24576, 4.52231, 1.29933], [-1.97221, 4.67836, 1.47929], [0.25710, 3.32647, 0.70928], [-0.55548, 2.38711, 0.36350], [1.66533, 3.32165, 0.50817], [2.46106, 2.18988, -0.07954], [1.79175, 1.18446, -0.90397], [2.45794, 4.39152, 0.92383], [0.09183, 6.43957, 2.17930], [3.28235, 2.60820, -0.66559], [3.53049, 4.35418, 0.75544], [3.87968, -4.52129, 0.60587], [4.87490, -5.90713, 0.56125], [4.61196, -6.68042, -0.52593], [3.58154, -6.13512, -1.33922], [3.07571, -4.96170, -0.85808], [2.03671, -4.10050, -1.44582], [1.46282, -3.04726, -0.69508], [0.59266, -2.19455, -1.17725], [0.16132, -2.35695, -2.44049], [0.62970, -3.38469, -3.26790], [0.11136, -3.50710, -4.60326], [-0.83306, -2.65728, -5.05687], [-1.34384, -1.60194, -4.22492], [-2.33133, -0.70187, -4.66271], [-2.79024, 0.28472, -3.82570], [-2.21642, 0.34274, -2.53903], [-1.29100, -0.47764, -2.10279], [-0.84377, -1.44636, -2.92842], [-3.84040, 1.23993, -4.20753], [-4.58673, 1.27382, -5.35220], [-5.52080, 2.34408, -5.38130], [-5.46650, 3.10681, -4.25535], [-4.28752, 2.53832, -3.16371], [1.60084, -4.24962, -2.74245], [5.59945, -6.07580, 1.34462], [5.12917, -7.60624, -0.74181], [3.22033, -6.61433, -2.24110], [1.71970, -2.91800, 0.35690], [0.49118, -4.30075, -5.23744], [-1.22876, -2.75872, -6.06165], [-2.73181, -0.80520, -5.66560], [-2.55443, 1.08992, -1.83312], [-4.48924, 0.54918, -6.15159], [-6.19971, 2.53413, -6.20194], [-6.05706, 3.97695, -4.00571], [2.00513, -5.03510, -3.37223], [0.30922, 4.84291, -2.94121], [-0.51174, 3.91221, -2.32034], [-0.47116, 2.61309, -2.61259], [0.38707, 2.20798, -3.54112], [1.27594, 3.04771, -4.20450], [1.21372, 4.40418, -3.89319], [2.21533, 2.48203, -5.19782], [3.50171, 2.79220, -5.34329], [4.29491, 3.65819, -4.43815], [4.22660, 3.53095, -3.05452], [5.05125, 4.34519, -2.30499], [5.87587, 5.23699, -2.85918], [5.86323, 5.28096, -4.18803], [5.13170, 4.52876, -5.00958], [0.24885, 5.89127, -2.67224], [-1.21881, 4.20897, -1.55041], [0.41289, 1.13590, -3.74077], [1.85768, 5.10794, -4.40792], [1.79201, 1.73753, -5.86591], [4.06260, 2.37261, -6.17163], [3.55358, 2.81894, -2.59163], [5.06504, 4.28557, -1.22029], [6.52324, 6.00397, -4.65604]],
  "nbo_charge": [1.699, -0.725, 0.755, -0.373, -0.201, -0.214, -0.200, -0.229, -0.128, -0.237, -0.224, -0.205, -0.213, -0.199, -0.251, 0.082, -0.324, -0.329, 0.082, -0.745, 0.828, -0.314, 0.019, -0.204, -0.209, -0.227, -0.194, -0.371, -0.205, -0.219, -0.196, -0.228, -0.117, -0.751, 0.233, 0.238, 0.232, 0.218, 0.213, 0.214, 0.216, 0.226, 0.215, 0.215, 0.213, 0.211, 0.210, 0.211, 0.219, 0.247, 0.216, 0.217, 0.217, 0.216, 0.226, 0.212, 0.214, 0.215, 0.219, 0.219, -0.018, -0.071, -0.243, -0.101, -0.017, 0.338, -0.883, -0.107, 0.090, -0.577, -0.231, 0.238, 0.187, 0.217, 0.467, -0.411, -0.254, -0.229, -0.225, -0.090, 0.074, -0.449, 0.218, -0.100, -0.173, -0.205, -0.021, -0.159, -0.025, 0.101, -0.503, 0.116, -0.248, -0.240, -0.253, -0.412, 0.485, -0.124, 0.243, 0.228, 0.218, 0.226, 0.217, 0.217, 0.214, 0.230, 0.217, 0.227, 0.243, 0.215, -0.276, 0.054, -0.436, 0.070, -0.157, -0.096, -0.156, -0.217, 0.206, -0.299, 0.080, -0.447, 0.252, -0.453, 0.225, 0.212, 0.179, 0.212, 0.213, 0.227, 0.237, 0.196, 0.180],
  "e_lumo_ev": -0.70,
  "energy_ha": -5667.5278,
  "homo_ev": -7.03,
  "multiplicity": 1,
  "total_charge": 0
}